(1)
{
  "formula": "C20H30N3RhS3",
  "method": "the ωB97M-V functional and the def2-TZVPD basis",
  "molar_mass_g_mol": 511.59,
  "charge": 2,
  "fmax_ev_per_a": 2.9,
  "energy_ev": -61194.868,
  "e_lumo_ev": [-8.19, -8.67],
  "homo_ev": [-13.49, -13.49],
  "orbital_gap_ev": [5.29, 4.82],
  "relative_energy_kcal_mol": 60.2,
  "elements": ["Rh", "C", "C", "S", "C", "C", "S", "C", "C", "S", "H", "H", "H", "H", "H", "H", "H", "H", "H", "H", "H", "H", "C", "N", "C", "C", "C", "C", "C", "C", "C", "C", "H", "H", "H", "H", "H", "H", "H", "H", "H", "H", "H", "H", "N", "C", "C", "C", "N", "C", "C", "H", "H", "H", "H", "H", "H"],
  "xyz": [[-0.51, -0.10, 0.45], [4.25, -1.49, -0.15], [3.04, -1.09, 0.69], [1.75, -0.38, -0.33], [2.42, 1.23, -0.84], [3.18, 1.20, -2.17], [2.38, 0.20, -3.43], [3.73, -0.88, -4.00], [4.65, -1.52, -2.96], [3.85, -2.46, -1.62], [4.91, -2.08, 0.49], [4.81, -0.60, -0.45], [3.35, -0.39, 1.47], [2.60, -1.97, 1.16], [3.05, 1.60, -0.03], [1.55, 1.89, -0.91], [4.19, 0.83, -2.01], [3.27, 2.23, -2.51], [4.35, -0.33, -4.70], [3.21, -1.65, -4.56], [5.32, -0.80, -2.51], [5.29, -2.23, -3.49], [-0.18, -1.56, 2.92], [-0.39, -0.12, 2.53], [0.71, 0.68, 3.10], [-1.71, 0.33, 3.06], [-2.72, 0.24, 1.97], [-3.98, 0.85, 2.01], [-4.86, 0.65, 0.97], [-4.53, -0.13, -0.14], [-3.29, -0.73, -0.23], [-2.38, -0.44, 0.79], [-0.20, -1.66, 4.00], [0.80, -1.88, 2.56], [-0.95, -2.18, 2.49], [0.73, 0.57, 4.19], [0.57, 1.73, 2.85], [1.66, 0.34, 2.69], [-1.64, 1.36, 3.42], [-1.99, -0.29, 3.91], [-4.27, 1.43, 2.88], [-5.85, 1.09, 1.03], [-5.25, -0.27, -0.94], [-3.02, -1.36, -1.06], [-2.63, 1.34, -5.00], [-2.03, 1.15, -3.83], [-1.90, 2.20, -2.88], [-1.30, 1.99, -1.67], [-0.76, 0.79, -1.35], [-0.86, -0.18, -2.26], [-1.49, -0.11, -3.47], [-3.00, 2.24, -5.25], [-2.72, 0.61, -5.67], [-2.29, 3.18, -3.11], [-1.22, 2.78, -0.94], [-0.40, -1.12, -1.98], [-1.55, -0.97, -4.12]]
}

(2)
{
  "formula": "C4H6OS2",
  "method": "the ωB97M-V functional and the def2-TZVPD basis",
  "molar_mass_g_mol": 134.22,
  "charge": 0,
  "fmax_ev_per_a": 5.6,
  "energy_ev": -27960.680,
  "smiles": "CSC(=S)[C@H]1CO1",
  "e_lumo_ev": -0.16,
  "homo_ev": -8.73,
  "orbital_gap_ev": 8.57,
  "relative_energy_kcal_mol": 59.9,
  "elements": ["C", "S", "C", "S", "C", "C", "O", "H", "H", "H", "H", "H", "H"],
  "xyz": [[-2.69, 0.26, 0.20], [-1.38, -0.96, 0.04], [0.07, 0.05, 0.05], [-0.12, 1.63, 0.09], [1.39, -0.64, 0.17], [2.46, -0.08, -0.51], [2.43, -0.01, 0.88], [-3.64, -0.27, 0.09], [-2.77, 1.06, -0.64], [-2.55, 0.72, 1.25], [1.35, -1.75, 0.43], [3.25, -0.86, -0.99], [2.21, 0.84, -1.06]]
}

(3)
{
  "formula": "C5H8N4O",
  "method": "the ωB97M-V functional and the def2-TZVPD basis",
  "molar_mass_g_mol": 140.15,
  "charge": 0,
  "fmax_ev_per_a": 3.7,
  "energy_ev": -13320.423,
  "smiles": "CCC1=NN=N[C@@H]1C(N)=O",
  "e_lumo_ev": 0.04,
  "homo_ev": -10.21,
  "orbital_gap_ev": 10.25,
  "relative_energy_kcal_mol": 70.6,
  "elements": ["C", "C", "C", "N", "N", "N", "C", "C", "N", "O", "H", "H", "H", "H", "H", "H", "H", "H"],
  "xyz": [[-2.65, 0.68, -0.72], [-1.57, -0.02, 0.19], [-0.31, 0.74, 0.35], [-0.12, 1.97, 0.15], [1.16, 2.33, 0.12], [1.94, 1.35, 0.28], [1.13, 0.12, 0.51], [1.36, -1.21, -0.23], [2.62, -1.71, 0.05], [0.52, -1.83, -0.82], [-2.16, 0.80, -1.65], [-2.88, 1.70, -0.36], [-3.52, 0.03, -0.65], [-1.19, -1.06, -0.07], [-1.87, -0.12, 1.19], [1.42, 0.02, 1.61], [3.36, -1.13, 0.36], [2.77, -2.66, -0.30]]
}